A cluster of 21 separate species, H42O21 in total in a non-equilibrium geometry. Source: the Open Molecules 2025 dataset; level of theory: ωB97M-V/def2-TZVPD.

## Properties
Total charge: +1
Molar mass: 378.31 g/mol
<S²>: 0.756
HOMO (spin up / spin down): -12.73 / -12.73 eV
ΔE to the lowest compared entry with this formula, charge and spin: 80.6 kcal/mol
Frontier orbital gap (spin up / spin down): 9.3 / 2.6 eV
LUMO level (spin up / spin down): -3.42 / -10.14 eV
Multiplicity: 2

Structure (XYZ):
```
63
Properties=species:S:1:pos:R:3:forces:R:3
O -2.1281 1.0237 -2.8728 -7.82 3.23 -0.64
O 2.9742 -1.2720 2.6133 -0.36 -0.92 -1.35
O -2.4437 2.8339 2.1084 0.93 0.62 3.15
O -1.9343 3.6593 -2.2836 -1.70 0.17 -0.19
O -2.0863 -3.3899 0.8716 0.95 0.48 -0.57
O 1.9041 -0.3634 0.0247 0.74 2.12 -2.26
O 4.2693 -0.0313 -0.8430 -0.47 2.26 0.30
O -0.3934 -1.3627 -0.3818 -4.46 0.95 0.37
O 1.7717 -2.5841 -1.1246 2.92 -2.01 -1.60
O -2.0750 0.7507 0.1580 0.92 1.26 -0.87
O 1.3245 -3.4824 1.9482 3.81 2.14 0.07
O -3.3024 -1.3753 -1.7162 -4.16 -1.28 -1.54
O 0.2913 -0.5985 -2.7211 -1.68 0.70 0.57
O 0.6119 -0.9449 2.3401 0.31 1.12 -0.12
O 1.8700 1.9097 1.3130 0.77 -1.45 3.70
O -0.6901 -3.4957 3.8152 1.12 -1.59 -2.60
O -2.1670 -1.7382 3.4224 0.21 0.33 0.51
O -4.2357 2.3432 0.4515 0.04 -1.09 -0.80
O 2.6337 3.4809 -2.7563 -1.64 -1.37 0.13
O 4.0646 0.6237 -3.4460 0.19 0.26 0.36
O -0.7108 3.3767 0.1899 0.39 -2.79 -1.57
H -2.8642 3.4564 -1.9252 2.79 0.51 -0.43
H 0.7614 -1.6394 2.9964 -1.17 -0.30 0.39
H 4.1460 0.8421 -1.3834 0.71 -3.23 0.96
H -1.1375 -3.4688 2.8807 0.46 0.21 2.93
H 1.2913 -3.5446 1.0186 -0.19 -0.35 -1.96
H -0.0459 -1.3748 -1.2532 1.51 -0.78 -1.00
H -3.1359 2.6452 1.4712 -0.96 0.22 -0.34
H -1.7422 -1.0128 2.9786 -0.59 0.74 -0.43
H 2.8360 -0.1820 0.1743 0.83 0.47 -0.05
H -1.5663 1.1093 -0.6086 -1.33 0.42 0.12
H -0.0647 -1.5517 0.4569 1.58 -0.93 1.09
H 1.1042 2.3538 1.6490 -0.73 0.76 -0.47
H -1.5310 -0.0183 0.1925 0.39 -1.77 0.54
H 2.2425 -1.8584 2.9552 1.84 -0.32 -0.51
H -3.1980 -1.9826 -2.4605 -0.54 0.11 -0.02
H 0.9898 -0.0861 2.6409 -0.31 -0.33 -0.04
H -3.8746 1.4136 0.4920 -0.55 1.07 -0.57
H -3.8574 2.7013 -0.3737 -0.40 -0.40 0.53
H -1.2958 0.8200 -2.9630 7.16 -1.72 -1.19
H -1.6658 -2.9212 0.1168 -0.15 -0.78 0.12
H 2.0177 2.0347 0.4221 -0.19 0.84 -2.93
H -2.8854 3.0725 2.9670 0.63 -0.36 -1.47
H 0.7639 -0.9783 -3.4331 1.01 -0.58 -0.92
H 2.4603 4.4113 -2.7346 0.38 1.18 0.00
H 1.5854 -0.9349 0.6581 -1.19 -1.55 2.32
H -1.0982 -2.8570 4.3910 -0.62 0.14 -0.23
H -2.4539 -1.2824 -1.4640 4.52 1.02 1.63
H -0.5648 4.0793 0.7630 0.06 2.03 1.69
H 2.3857 -3.1804 -1.7073 -1.82 1.37 1.56
H 3.1957 -1.6756 1.7021 -0.26 0.48 1.91
H 4.2521 1.5275 -3.1407 -0.17 -0.06 -0.71
H -2.4691 -2.6159 1.2766 -0.69 0.18 0.53
H -3.0875 -1.8426 3.2473 -1.07 0.63 -0.33
H 0.5881 -3.8481 2.3157 -3.20 -1.88 1.76
H -2.3401 1.8027 -3.4970 0.87 -1.84 1.70
H -1.2200 3.5529 -1.6278 -1.22 -0.05 0.40
H -1.0532 2.6341 0.7352 -0.18 0.81 -0.16
H 0.8729 -0.2398 -2.0602 1.07 0.35 0.05
H 2.3735 -1.8462 -0.8778 -0.66 -0.42 -0.47
H 4.7279 -0.7411 -1.3001 0.14 0.72 -0.75
H 1.6928 3.1630 -2.7624 1.27 0.04 -0.07
H 3.3157 0.6997 -4.0393 -0.06 0.25 -0.21
```
Positions in Å, forces in eV/Å.